(1)
Computed, not measured: a molecular structure, C30H25F6N4O4RhSSe, with the ωB97M-V functional and the def2-TZVPD basis.

XYZ file:
```
72
C30H25F6N4O4RhSSe, DFT the ωB97M-V functional and the def2-TZVPD basis
Rh -0.08 0.70 0.03
O 5.10 5.23 4.30
C 4.27 5.33 3.23
O 4.24 6.33 2.59
C 3.40 4.14 2.94
C 2.23 4.37 2.22
C 1.40 3.32 1.89
C 1.74 2.03 2.28
C 2.91 1.79 2.98
C 3.74 2.85 3.31
N 0.88 0.96 1.91
C 0.58 0.05 2.74
C -0.34 -0.99 2.29
C -0.74 -2.04 3.09
C -1.64 -2.97 2.57
C -2.09 -2.82 1.28
C -1.65 -1.73 0.53
N -0.81 -0.84 1.03
H 4.91 4.42 4.80
H 1.99 5.38 1.92
H 0.47 3.49 1.35
H 3.21 0.77 3.22
H 4.68 2.64 3.81
H 0.95 0.04 3.76
H -0.35 -2.13 4.09
H -1.97 -3.81 3.18
H -2.75 -3.53 0.81
H -1.97 -1.60 -0.49
N -2.21 2.65 1.20
C -1.48 1.92 0.70
C 3.02 1.10 -0.93
C 2.63 -0.38 -0.98
O 1.34 -0.66 -0.64
C 2.87 -0.88 -2.42
F 2.19 -0.12 -3.29
F 2.47 -2.15 -2.60
F 4.17 -0.82 -2.78
C 3.54 -1.16 0.00
F 3.24 -0.80 1.28
F 3.37 -2.49 -0.07
F 4.85 -0.92 -0.16
H 2.31 1.67 -1.53
H 4.02 1.27 -1.32
H 2.99 1.46 0.10
Se -0.81 0.67 -2.20
C -2.67 1.08 -2.40
C -3.09 1.49 -3.67
C -4.44 1.71 -3.88
N -5.37 1.55 -2.95
C -4.96 1.17 -1.75
C -3.63 0.92 -1.42
H -2.38 1.63 -4.47
H -4.78 2.03 -4.86
H -5.73 1.06 -0.99
H -3.38 0.64 -0.41
C 0.61 -4.10 -0.97
S -0.76 -4.66 -1.98
O -1.97 -3.94 -1.48
C -0.25 -3.83 -3.48
C -0.85 -2.64 -3.83
C -0.42 -1.98 -4.97
C 0.58 -2.52 -5.76
C 1.17 -3.74 -5.41
C 0.75 -4.40 -4.27
H 0.65 -3.01 -0.98
H 1.54 -4.50 -1.38
H 0.45 -4.48 0.03
H -1.63 -2.23 -3.20
H -0.87 -1.03 -5.25
H 0.92 -2.00 -6.65
H 1.94 -4.16 -6.03
H 1.19 -5.35 -3.99
```

Kohn-Sham gap ... 0.23813 Ha
Largest force on an atom ... 0.14 eV/A
Energy relative to the best compared isomer or geometry (same formula, charge and spin) ... 7.55 kcal per mole
2S+1 ... 1
E_HOMO ... -0.3058 Eh

---

(2)
Computed, not measured: 5 unconnected molecules or ions with the total composition C30H25N5O10, with the ωB97M-V functional and the def2-TZVPD basis.

XYZ file:
```
70
C30H25N5O10, DFT the ωB97M-V functional and the def2-TZVPD basis
C 1.30 -1.17 3.25
C 2.08 -2.23 2.80
C 3.14 -2.72 3.55
C 3.33 -2.19 4.81
C 2.47 -1.26 5.35
C 1.45 -0.73 4.55
N 4.46 -2.68 5.62
O 5.04 -3.67 5.23
O 4.75 -2.04 6.62
H 0.59 -0.72 2.57
H 1.90 -2.66 1.82
H 3.73 -3.51 3.11
H 2.62 -0.84 6.33
H 0.86 0.06 4.98
C 4.25 4.86 -0.38
C 3.73 6.13 -0.20
C 2.36 6.30 -0.11
C 1.53 5.20 -0.21
C 2.05 3.94 -0.44
C 3.41 3.77 -0.51
N 0.08 5.38 -0.07
O -0.62 4.39 -0.18
O -0.33 6.49 0.15
H 5.32 4.72 -0.46
H 4.36 7.00 -0.07
H 1.90 7.26 0.08
H 1.40 3.08 -0.60
H 3.85 2.79 -0.67
C -1.82 -7.64 -1.48
C -1.30 -8.92 -1.32
C -0.27 -9.36 -2.13
C 0.22 -8.51 -3.12
C -0.35 -7.28 -3.36
C -1.30 -6.81 -2.46
N 1.29 -8.99 -4.00
O 1.72 -10.11 -3.82
O 1.68 -8.24 -4.88
H -2.58 -7.26 -0.81
H -1.68 -9.59 -0.55
H 0.12 -10.36 -2.05
H 0.01 -6.62 -4.13
H -1.65 -5.79 -2.59
C -0.83 1.25 -1.28
C 0.12 0.49 -0.61
C 0.12 -0.88 -0.78
C -0.71 -1.45 -1.70
C -1.61 -0.71 -2.45
C -1.66 0.66 -2.24
N -0.69 -2.91 -1.84
O -1.15 -3.38 -2.86
O -0.23 -3.56 -0.92
H -0.91 2.32 -1.16
H 0.76 0.93 0.14
H 0.75 -1.52 -0.17
H -2.28 -1.19 -3.15
H -2.35 1.29 -2.78
C -3.82 6.53 1.77
C -4.20 7.25 0.64
C -4.29 6.58 -0.57
C -3.95 5.25 -0.63
C -3.55 4.54 0.48
C -3.51 5.19 1.70
N -3.93 4.57 -1.93
O -3.51 3.43 -1.95
O -4.30 5.19 -2.91
H -3.72 7.05 2.72
H -4.51 8.28 0.74
H -4.68 7.13 -1.42
H -3.31 3.50 0.38
H -3.16 4.69 2.59
```

Kohn-Sham gap ... 0.32281 Ha
Largest force on an atom ... 1.09 eV/A
SMILES ... O=[N+]([O-])c1ccccc1.O=[N+]([O-])c1ccccc1.O=[N+]([O-])c1ccccc1.O=[N+]([O-])c1ccccc1.O=[N+]([O-])c1ccccc1
Energy relative to the best compared isomer or geometry (same formula, charge and spin) ... 9.45 kcal per mole
2S+1 ... 1
E_HOMO ... -0.3594 Eh

---

(3)
Computed, not measured: a molecular structure, C30H26BrCrN9O4S, with the ωB97M-V functional and the def2-TZVPD basis.

XYZ file:
```
72
C30H26BrCrN9O4S, DFT the ωB97M-V functional and the def2-TZVPD basis
Cr -1.21 -0.56 -1.01
S 3.67 -1.72 -1.92
C 3.55 -1.48 -0.23
C 2.27 -1.16 0.15
C 1.31 -1.10 -0.91
C 1.96 -1.39 -2.09
C 1.32 -1.39 -3.39
C 2.00 -1.66 -4.59
C 1.28 -1.60 -5.76
C -0.08 -1.31 -5.70
C -0.69 -1.11 -4.46
N 0.01 -1.10 -3.30
H 4.42 -1.57 0.40
H 2.03 -0.97 1.19
H 3.05 -1.88 -4.58
H 1.78 -1.77 -6.70
H -0.68 -1.23 -6.60
H -1.89 -0.78 -4.45
N -3.01 -3.35 -5.68
N -2.96 -2.36 -4.72
N -3.75 -1.32 -4.77
C -3.35 -0.63 -3.70
N -2.35 -1.19 -3.08
N -2.08 -2.41 -3.82
H -3.50 -2.92 -6.46
H -2.04 -3.48 -5.98
H -3.79 0.26 -3.28
O -2.16 -0.28 0.57
C 4.77 -2.44 3.45
C 3.93 -1.22 3.72
C 4.33 0.04 3.30
C 3.53 1.16 3.51
C 2.28 1.03 4.13
N 1.51 2.18 4.29
C 0.20 2.31 4.77
O -0.09 3.30 5.44
N -0.67 1.33 4.48
C -0.79 0.46 3.34
C -1.69 -0.63 3.45
C -1.86 -1.50 2.44
C -1.16 -1.24 1.15
N -0.12 -0.20 1.11
C -0.07 0.59 2.16
C 1.88 -0.23 4.57
C 2.70 -1.33 4.35
H 5.80 -2.17 3.21
H 4.37 -3.01 2.61
H 4.80 -3.10 4.32
H 5.28 0.17 2.80
H 3.85 2.13 3.16
H 2.00 3.06 4.33
H -1.50 1.40 5.05
H -2.24 -0.77 4.38
H -2.49 -2.38 2.53
H -1.12 -2.04 0.33
H 0.64 1.42 2.05
H 0.94 -0.35 5.07
H 2.35 -2.30 4.68
Br -5.44 4.28 -0.95
C -3.59 3.81 -0.73
C -2.82 4.92 -0.41
C -1.46 4.80 -0.21
C -0.88 3.55 -0.34
C -1.66 2.45 -0.65
C -3.05 2.52 -0.86
C -3.94 1.29 -1.22
O -5.15 1.53 -1.43
O -3.43 0.14 -1.33
H -3.30 5.89 -0.32
H -0.86 5.67 0.04
H 0.18 3.41 -0.19
H -1.06 1.54 -0.71
```

Kohn-Sham gap (alpha / beta) ... 0.14398 / 0.14346 Ha
Largest force on an atom ... 7.48 eV/A
<S²> ... 6.025
Energy relative to the best compared isomer or geometry (same formula, charge and spin) ... 190.84 kcal per mole
2S+1 ... 5
E_HOMO (alpha / beta) ... 0.0047 / 0.0051 Eh
Total charge ... -2

---

(4)
Computed, not measured: a molecular structure, C30H26Cl5N4PtS, with the ωB97M-V functional and the def2-TZVPD basis.

XYZ file:
```
67
C30H26Cl5N4PtS, DFT the ωB97M-V functional and the def2-TZVPD basis
Pt -0.07 -0.14 0.63
C 1.04 -1.32 -3.45
C -0.39 -0.81 -3.68
C -0.46 0.69 -3.66
C -0.02 1.41 -4.76
C -0.11 2.80 -4.80
C -0.65 3.47 -3.72
C -1.10 2.79 -2.60
C -1.70 3.59 -1.47
C -3.14 4.02 -1.80
C -0.99 1.38 -2.56
N -1.36 0.70 -1.39
C -2.61 0.55 -1.09
C -3.03 0.28 0.23
C -4.32 0.19 0.78
C -4.16 0.16 2.16
C -2.78 0.23 2.40
N -2.11 0.31 1.25
H 1.39 -1.02 -2.47
H 1.72 -0.92 -4.20
H 1.07 -2.41 -3.50
H -1.04 -1.23 -2.91
H -0.75 -1.17 -4.65
H 0.38 0.87 -5.62
H 0.24 3.34 -5.67
H -0.72 4.55 -3.74
H -1.09 4.48 -1.30
H -1.70 3.02 -0.54
H -3.16 4.64 -2.69
H -3.58 4.59 -0.97
H -3.77 3.15 -1.98
H -3.37 0.69 -1.86
H -5.25 0.15 0.22
H -4.94 0.11 2.91
H -2.27 0.27 3.35
Cl 2.35 -2.69 0.72
C 2.85 -1.21 -0.02
C 1.97 -0.13 -0.04
C 2.47 1.06 -0.57
Cl 1.47 2.47 -0.49
C 3.73 1.16 -1.16
Cl 4.25 2.63 -1.90
C 4.56 0.04 -1.17
Cl 6.12 0.13 -1.89
C 4.13 -1.14 -0.57
Cl 5.19 -2.50 -0.52
C 2.88 0.05 3.82
C 2.08 -1.16 4.23
C 2.51 -2.03 5.20
C 1.77 -3.16 5.53
C 0.59 -3.46 4.84
C 0.12 -2.65 3.84
C -1.10 -2.99 3.03
C 0.85 -1.43 3.52
N 0.44 -0.61 2.61
H 2.99 0.07 2.74
H 2.36 0.96 4.11
H 3.86 0.04 4.28
H 3.44 -1.82 5.72
H 2.12 -3.83 6.31
H 0.05 -4.36 5.08
H -1.36 -4.04 3.15
H -0.91 -2.79 1.98
H -1.95 -2.37 3.33
S -2.90 -3.09 -1.42
C -1.56 -2.47 -0.78
N -0.54 -2.08 -0.35
```

Kohn-Sham gap (alpha / beta) ... 0.23505 / 0.20100 Ha
Largest force on an atom ... 1.10 eV/A
<S²> ... 6.071
2S+1 ... 5
E_HOMO (alpha / beta) ... -0.1468 / -0.1805 Eh
Total charge ... -1

---

Which of these has the highest largest force on an atom?
C30H26BrCrN9O4S